Density functional theory data (ωB97M-V/def2-TZVPD) for an isolated molecule of C2H5N2OP.

Structure (XYZ):
```
11
Properties=species:S:1:pos:R:3:forces:R:3:lowdin_charge:R:1
C -1.3981 0.7294 0.1175 1.180 2.448 2.793 -0.485
C -0.1641 1.3607 0.4893 0.731 -0.469 -2.018 -0.317
N 0.2045 -1.5167 0.6732 -0.655 -1.293 -0.954 0.085
N 1.0638 -1.0668 -0.1369 -1.110 -2.557 -0.652 -0.343
O -1.4473 -0.3628 -0.4069 -0.478 -2.723 -1.770 -0.127
P 1.5053 0.5857 -0.0450 -1.870 2.752 2.867 0.880
H -2.3662 1.1509 0.5596 0.969 0.116 -0.542 0.109
H -0.1373 2.4217 0.7424 0.247 -0.503 0.448 0.009
H -0.2124 -2.4728 0.3586 1.351 1.778 0.525 0.141
H 1.3018 -1.6489 -0.9766 -0.181 0.817 0.725 0.141
H 1.6499 0.8197 -1.3751 -0.184 -0.367 -1.421 -0.093
```
Positions in Å, forces in eV/Å.

Its multiplicity is 1.

=====

Density functional theory data (ωB97M-V/def2-TZVPD) for an isolated molecule of C2H5N2P.

Structure (XYZ):
```
10
Properties=species:S:1:pos:R:3:forces:R:3:lowdin_charge:R:1
C 0.7309 -0.7732 -0.0284 -2.283 2.986 -3.070 -0.290
C -0.0327 0.6584 -0.0093 0.414 0.333 -2.621 -0.430
P -0.4322 0.9039 1.7652 -1.692 -0.470 -0.094 0.819
N 0.4817 -0.4953 2.1519 1.374 0.596 2.983 -0.319
N 1.0518 -1.0882 1.2808 1.182 -3.300 0.142 -0.118
H 0.0300 -1.4667 -0.5645 0.769 -0.095 1.079 0.120
H 1.5804 -0.6513 -0.6735 0.659 -0.279 -0.066 0.088
H 0.6804 1.4725 -0.4512 -1.210 -1.200 1.288 0.083
H -0.8838 0.6638 -0.7646 0.846 -0.110 1.203 0.070
H -1.4651 -0.1479 2.0809 -0.057 1.540 -0.845 -0.022
```
Positions in Å, forces in eV/Å.

Its multiplicity is 1. Its SMILES is C1CPN=N1.

=====

Density functional theory data (ωB97M-V/def2-TZVPD) for an isolated molecule of C2H5N2P.

Structure (XYZ):
```
10
Properties=species:S:1:pos:R:3:forces:R:3:lowdin_charge:R:1
C 0.2775 -1.9132 0.0663 0.878 1.589 1.817 0.105
C -0.8577 0.7286 -0.3212 -0.141 -1.001 -0.872 -0.388
N 0.9992 -1.0108 0.2442 -0.360 -1.499 -0.780 -0.249
N 1.5756 0.0352 0.3935 2.328 -0.985 0.754 -0.282
P 0.8176 1.4189 -0.1348 -0.870 2.170 0.082 0.754
H 0.1104 -2.8203 -0.3283 -0.564 -2.584 -1.385 0.032
H -1.0245 0.4109 -1.3968 0.235 -0.163 1.325 0.049
H -1.5991 1.4906 -0.1798 -0.386 0.370 0.519 0.013
H -0.8917 -0.1234 0.4338 -1.005 1.412 -1.264 0.033
H 0.5928 1.7834 1.2232 -0.114 0.690 -0.197 -0.068
```
Positions in Å, forces in eV/Å.

Its multiplicity is 1.

=====

Density functional theory data (ωB97M-V/def2-TZVPD) for an isolated ion of composition C2H5N2S3 and charge +1.

Structure (XYZ):
```
12
Properties=species:S:1:pos:R:3:forces:R:3:lowdin_charge:R:1
C 0.6287 -0.7820 0.2603 -1.504 -2.000 0.825 -0.654
C -0.6085 1.1689 -0.6363 -0.793 0.746 -0.206 -0.529
N 0.4563 0.4457 -0.1053 1.366 2.725 -0.814 -0.053
N 1.9176 -1.1531 0.4605 -0.021 -0.588 0.852 0.125
S -0.8141 -1.8632 0.5648 1.595 0.690 -0.382 0.540
S -2.2938 -0.6371 1.0107 -0.469 -0.450 0.814 0.196
S -1.9709 0.3547 -1.1662 0.420 1.446 -0.781 0.780
H -0.6945 2.2483 -0.3623 0.455 -1.160 -0.461 0.113
H 1.4066 0.9118 -0.1221 -1.809 0.242 -0.049 0.192
H 2.5885 -0.3806 0.5015 -0.116 -0.574 -0.138 0.127
H 2.0701 -1.8266 1.2127 0.010 0.104 -0.497 0.127
H -2.6859 1.5132 -1.6183 0.866 -1.180 0.838 0.035
```
Positions in Å, forces in eV/Å.

Its total charge is +1. Its multiplicity is 1.

=====

Values of energy above the lowest of the compared OMol25 structures with the same formula, charge and spin, in order: 4.716 1.824 3.235 1.603, all in eV.
Values of E_tot, in order: -605.13900 -529.97532 -529.92345 -1382.94946, all in Eh.